A cluster of 11 separate species, C17H58N20O11 in total in a non-equilibrium geometry, computed with ωB97M-V/def2-TZVPD.

Values from the calculation:
Frontier orbital gap in eV: 9.1
Charge: 0
E in eV: -70893.145
LUMO in eV: 0.1
HOMO in eV: -9.06
Energy above the lowest of the compared OMol25 structures with the same formula, charge and spin in kcal/mol: 250.5
Structure (SMILES): COC[C@H](C)N.COC[C@H](C)N.NC(N)=O.NC(N)=O.NC(N)=O.NC(N)=O.NC(N)=O.NC(N)=O.NC(N)=O.NC(N)=O.NC(N)=O

Last column: Mulliken charge in e.
Atoms and positions in Å:
C (-0.10994, -0.48598, 0.02168)  0.680
O (-0.69544, -1.45975, -0.37898)  -0.650
N (-0.27574, 0.74612, -0.33167)  -0.385
N (0.93574, -0.48618, 0.76922)  -0.302
H (0.45600, 1.43944, -0.39468)  0.146
H (-1.13453, 1.04020, -0.77451)  0.182
H (1.05462, -1.26094, 1.40617)  0.189
H (1.39525, 0.41078, 0.83558)  0.136
C (-7.40340, 2.99191, -2.20842)  0.693
O (-7.54071, 4.14544, -2.00507)  -0.634
N (-8.36460, 2.13531, -2.03603)  -0.395
N (-6.32753, 2.30270, -2.46140)  -0.312
H (-9.14088, 2.47297, -1.48515)  0.216
H (-8.18223, 1.14279, -2.07796)  0.138
H (-5.45549, 2.78938, -2.61237)  0.192
H (-6.43615, 1.30274, -2.55294)  0.098
C (3.92538, 4.43479, 1.87351)  0.666
O (3.61170, 3.56813, 1.08543)  -0.700
N (4.28746, 4.33277, 3.09550)  -0.403
N (3.82081, 5.61546, 1.56670)  -0.378
H (4.49235, 3.37759, 3.35194)  0.229
H (4.36857, 5.11521, 3.72898)  0.172
H (4.24388, 6.29300, 2.18479)  0.171
H (3.63914, 5.80979, 0.59236)  0.241
C (-2.46953, -7.52354, -2.42115)  0.691
O (-3.55742, -7.50595, -1.82532)  -0.663
N (-2.17780, -8.33159, -3.41083)  -0.403
N (-1.46819, -6.74895, -2.18224)  -0.391
H (-2.94200, -8.72188, -3.94352)  0.205
H (-1.24067, -8.64550, -3.61903)  0.168
H (-0.56691, -6.97521, -2.57798)  0.175
H (-1.69282, -6.08842, -1.45193)  0.221
C (-6.57270, -3.05741, -2.21336)  0.648
O (-7.60413, -2.66705, -2.60218)  -0.627
N (-6.23071, -3.70655, -1.15630)  -0.470
N (-5.49389, -2.81907, -2.90203)  -0.395
H (-5.67081, -4.51312, -1.39306)  0.215
H (-6.97140, -3.81621, -0.47846)  0.223
H (-5.55196, -2.39298, -3.81591)  0.205
H (-4.69700, -3.19076, -2.40513)  0.206
C (5.02932, -1.27579, 3.97547)  0.661
O (5.67466, -0.56191, 4.67662)  -0.681
N (5.32391, -1.77004, 2.83847)  -0.373
N (3.87757, -1.57998, 4.24065)  -0.354
H (4.65404, -2.31142, 2.31094)  0.167
H (6.29812, -1.75449, 2.57245)  0.217
H (3.44823, -2.44754, 3.95234)  0.164
H (3.42307, -1.02015, 4.94784)  0.202
C (2.59271, -6.55187, 2.04093)  0.683
O (2.01675, -5.46405, 2.27794)  -0.653
N (1.93705, -7.63321, 1.72163)  -0.440
N (3.85571, -6.85966, 2.31877)  -0.380
H (2.30909, -8.56480, 1.83916)  0.180
H (0.98111, -7.44251, 1.45720)  0.223
H (4.46998, -6.34446, 2.93306)  0.204
H (4.12227, -7.71634, 1.85494)  0.184
C (-3.36833, 6.91052, 0.73247)  0.658
O (-3.67691, 7.31092, -0.40150)  -0.671
N (-3.71763, 7.49278, 1.85419)  -0.393
N (-2.69987, 5.77193, 0.86550)  -0.380
H (-3.73209, 7.02479, 2.74910)  0.179
H (-4.20725, 8.37349, 1.78546)  0.230
H (-2.53798, 5.35356, -0.03941)  0.211
H (-2.40627, 5.36333, 1.74124)  0.167
C (-2.22328, 4.67918, -5.20465)  0.656
O (-1.99354, 3.89836, -4.27904)  -0.700
N (-2.88231, 5.73089, -5.05119)  -0.325
N (-1.73421, 4.52639, -6.39451)  -0.404
H (-3.26106, 6.01335, -4.15852)  0.224
H (-3.05868, 6.36125, -5.82037)  0.143
H (-1.83333, 5.27547, -7.06470)  0.167
H (-0.93716, 3.91738, -6.51249)  0.239
C (8.18800, 1.16441, -1.65370)  -1.320
C (7.64063, 0.79838, -3.13509)  0.558
C (7.94085, -0.65770, -3.53006)  -0.829
O (9.30096, -1.05180, -3.81254)  -0.335
C (9.95940, -0.52340, -4.92463)  -0.722
N (6.26127, 1.09318, -3.16295)  -0.749
H (7.66620, 2.04672, -1.28308)  0.418
H (9.23599, 1.46090, -1.61000)  0.319
H (7.95365, 0.47460, -0.84294)  0.321
H (7.98598, 1.50430, -3.89042)  0.246
H (7.25340, -0.94146, -4.32692)  0.412
H (7.64798, -1.33916, -2.73134)  0.297
H (11.03875, -0.67418, -4.94390)  0.297
H (10.01171, 0.56420, -4.97448)  0.269
H (9.44781, -0.84884, -5.83042)  0.307
H (5.81625, 0.58431, -2.41254)  0.260
H (6.17147, 2.04983, -2.85174)  0.251
C (-4.85659, -0.22549, 3.69761)  -1.452
C (-4.67562, 0.56321, 4.91610)  0.666
C (-3.26804, 0.35539, 5.67182)  -0.773
O (-3.07426, -0.92989, 6.28001)  -0.357
C (-2.57866, -1.97313, 5.49568)  -0.553
N (-4.91602, 1.98073, 4.52296)  -0.666
H (-4.71761, -1.27834, 3.94315)  0.333
H (-4.08477, -0.15434, 2.93122)  0.365
H (-5.86377, -0.04074, 3.32405)  0.366
H (-5.44285, 0.30886, 5.64737)  0.162
H (-3.21638, 1.06428, 6.49820)  0.276
H (-2.50961, 0.67459, 4.95699)  0.418
H (-2.20485, -2.79383, 6.10790)  0.245
H (-1.81054, -1.58195, 4.82855)  0.274
H (-3.37453, -2.32352, 4.83846)  0.207
H (-4.34529, 2.59659, 5.08428)  0.221
H (-4.58137, 2.27868, 3.61778)  0.266

Atoms 1-6, force components in eV/Å:
C -0.30 -1.82 -1.56
O -1.70 -1.16 0.13
N -3.23 5.66 -2.93
N 4.24 -1.54 3.54
H -0.18 -0.31 0.30
H 0.28 -0.34 -0.34